1.
# C3H4NP

A single C3H4NP molecule (wB97M-V/def2-TZVPD, OMol25).

```
9
Properties=species:S:1:pos:R:3:nbo_charge:R:1
C -0.919 0.265 0.352 -0.008
C -1.024 -1.000 -0.108 -0.408
C 1.314 0.759 -0.213 -0.422
N 0.064 1.141 -0.030 -0.377
P 2.309 -0.496 0.430 0.381
H -1.604 0.663 0.923 0.183
H -1.858 -1.510 0.306 0.216
H 1.985 1.423 -0.874 0.226
H -0.268 -1.244 -0.784 0.209
```

* multiplicity: 1
* frontier orbital gap (alpha / beta): 6.62 / 7.07 eV
* total charge: 0

***

2.
# C3H4NP

A single C3H4NP molecule (wB97M-V/def2-TZVPD, OMol25).

```
9
Properties=species:S:1:pos:R:3:nbo_charge:R:1
C -0.553 0.870 0.133 0.017
C 0.838 1.104 -0.004 -0.723
C -0.444 -1.435 0.041 -0.159
N -1.051 -0.320 0.260 -0.385
P 1.936 -0.155 -0.232 0.401
H -1.242 1.702 0.114 0.199
H 1.174 2.130 0.008 0.245
H 0.201 -1.560 -0.846 0.189
H -0.859 -2.337 0.525 0.215
```

* multiplicity: 1
* frontier orbital gap (alpha / beta): 6.63 / 6.67 eV
* total charge: 0

***

3.
# C3H4NP

A single C3H4NP molecule (wB97M-V/def2-TZVPD, OMol25).

```
9
Properties=species:S:1:pos:R:3:nbo_charge:R:1
C -0.185 1.322 0.644 0.004
C 0.705 0.874 -0.175 -0.601
C -0.950 -1.173 -0.076 -0.206
N -1.573 -0.352 0.606 -0.365
P 0.517 -0.628 -1.187 0.501
H -0.553 2.097 1.282 0.229
H 1.769 1.415 -0.323 0.269
H -1.180 -2.173 -0.249 0.197
H 1.450 -1.381 -0.522 -0.028
```

* multiplicity: 1
* frontier orbital gap (alpha / beta): 8.73 / 8.73 eV
* total charge: 0

***

Energy above the most stable structure, in kJ/mol: 1 89.5; 2 0.0; 3 96.2